# 1
The following is a quantum chemistry calculation of C13H36OReSbSe4Si4Te as an isolated structure, from the OMol25 dataset.

```
61
Properties=species:S:1:pos:R:3:nbo_charge:R:1
Re 3.81 0.71 0.34 0.4829
Se 3.64 -2.02 3.63 -0.3135
Sb 4.36 0.08 2.99 0.9050
Se 5.01 -0.95 -0.44 0.2333
Se 1.67 0.24 0.49 0.1727
Se 5.39 1.95 3.87 -0.3359
C 5.87 4.24 0.22 -0.6376
C 4.46 3.85 -0.18 0.2989
C 4.20 3.99 -1.66 -0.6385
C 3.39 4.48 0.68 -0.6446
O 4.39 2.36 0.09 -0.6462
H 5.99 5.31 0.06 0.2471
H 6.61 3.71 -0.38 0.2321
H 6.05 4.03 1.27 0.2345
H 4.27 5.04 -1.93 0.2516
H 3.20 3.64 -1.92 0.2218
H 4.94 3.44 -2.25 0.2327
H 3.40 5.55 0.53 0.2506
H 3.59 4.28 1.74 0.2330
H 2.41 4.10 0.41 0.2201
C -6.93 -2.70 -2.55 -1.1530
Si -6.57 -2.59 -0.74 1.4769
C -5.34 -3.83 -0.14 -1.1433
C -8.17 -2.72 0.26 -1.1639
Si -7.88 0.09 0.24 0.5460
Te -5.51 -0.30 -0.20 -0.2291
Si -8.54 0.32 2.51 1.2170
C -8.39 2.17 2.78 -1.1124
C -10.30 -0.28 2.61 -1.1187
C -7.37 -0.65 3.58 -1.1192
Si -9.32 0.71 -1.57 1.2147
C -10.15 2.23 -0.88 -1.1139
C -10.53 -0.68 -1.84 -1.1195
C -8.27 1.10 -3.06 -1.1198
H -7.31 -3.69 -2.79 0.2630
H -6.03 -2.53 -3.15 0.2645
H -7.67 -1.97 -2.87 0.2437
H -5.73 -4.84 -0.31 0.2628
H -5.14 -3.72 0.93 0.2591
H -4.39 -3.74 -0.67 0.2585
H -8.63 -3.68 0.01 0.2888
H -8.96 -1.99 0.02 0.2423
H -7.99 -2.71 1.33 0.2583
H -9.04 2.74 2.11 0.2507
H -7.36 2.51 2.64 0.2500
H -8.68 2.40 3.80 0.2676
H -10.97 0.28 1.94 0.2475
H -10.68 -0.14 3.63 0.2685
H -10.39 -1.34 2.38 0.2487
H -6.33 -0.41 3.35 0.2532
H -7.51 -1.73 3.47 0.2454
H -7.55 -0.40 4.63 0.2656
H -10.73 2.01 0.02 0.2464
H -10.84 2.63 -1.63 0.2688
H -9.43 3.02 -0.64 0.2500
H -11.08 -0.93 -0.93 0.2507
H -10.06 -1.59 -2.21 0.2457
H -11.26 -0.36 -2.59 0.2700
H -7.55 1.89 -2.83 0.2542
H -8.91 1.45 -3.87 0.2654
H -7.71 0.24 -3.42 0.2487
```

charge	+2
2S+1	1



# 2
The following is a quantum chemistry calculation of C31H73GaN7O8 as an isolated structure at a distorted geometry, from the OMol25 dataset.

```
120
Properties=species:S:1:pos:R:3:mulliken_charge:R:1
C 7.70 -1.95 -1.04 -0.6408
O 6.45 -2.19 -1.68 -0.3869
C 6.26 -1.12 -2.62 -0.6159
C 4.81 -1.12 -3.19 -0.1584
C 4.27 0.32 -3.46 -0.9874
C 2.71 0.30 -3.19 -0.1653
C 2.51 0.53 -1.67 -0.7316
C 1.03 0.69 -1.22 0.0263
C 0.26 -0.65 -0.95 -0.2358
C 0.65 -1.85 -1.89 -0.2086
C -0.22 -3.15 -1.66 -0.4492
Ga 0.62 -4.64 -2.85 0.1892
H 8.35 -1.31 -1.65 0.3578
H 8.25 -2.88 -0.82 0.2711
H 7.55 -1.43 -0.07 0.1522
H 7.00 -1.29 -3.43 0.2860
H 6.40 -0.12 -2.14 0.3427
H 4.79 -1.69 -4.14 0.4009
H 4.16 -1.66 -2.49 0.0903
H 4.70 1.05 -2.74 0.3782
H 4.45 0.68 -4.49 0.3779
H 2.36 -0.68 -3.54 0.1234
H 2.20 1.06 -3.80 0.3588
H 3.06 -0.24 -1.09 0.2157
H 3.02 1.50 -1.43 0.3605
H 0.48 1.34 -1.94 -0.0714
H 1.01 1.26 -0.26 -0.0086
H -0.80 -0.45 -1.13 -0.2525
H 0.44 -0.94 0.11 0.5089
H 1.74 -2.07 -1.89 -0.0551
H 0.42 -1.51 -2.93 0.1152
H -0.16 -3.52 -0.62 0.3970
H -1.25 -2.91 -1.95 0.0147
H 1.71 -5.53 -2.04 -0.3176
H 1.28 -3.86 -4.12 -0.2680
H -0.53 -5.62 -3.45 -0.3316
C -3.19 -2.07 0.48 0.2193
O -2.51 -1.68 -0.44 -0.2879
N -4.41 -2.64 0.36 0.2112
C -5.18 -3.09 1.51 -0.6625
C -4.96 -2.80 -0.97 -0.3261
H -2.86 -1.99 1.53 -0.1739
H -5.37 -4.16 1.42 0.2308
H -6.13 -2.55 1.54 0.3600
H -4.63 -2.89 2.43 0.0868
H -4.30 -3.43 -1.57 0.3533
H -5.06 -1.83 -1.45 0.2230
H -5.94 -3.27 -0.91 -0.3070
C -9.51 -3.54 0.48 0.0957
O -8.45 -3.27 1.03 -0.5337
N -9.66 -3.81 -0.84 0.1438
C -10.96 -4.12 -1.40 -0.9374
C -8.50 -3.80 -1.70 -0.9624
H -10.45 -3.57 1.04 0.2264
H -10.94 -5.11 -1.84 0.3272
H -11.20 -3.38 -2.18 0.3299
H -11.73 -4.08 -0.63 0.2981
H -7.78 -4.54 -1.35 0.2626
H -8.04 -2.82 -1.68 0.3263
H -8.80 -4.04 -2.72 0.3974
C -4.20 0.99 -4.81 0.0655
O -4.85 -0.02 -4.98 -0.5950
N -3.09 1.09 -4.05 0.2504
C -2.38 2.34 -3.89 -0.8865
C -2.59 -0.09 -3.36 -0.0395
H -4.49 1.95 -5.28 0.2365
H -1.36 2.22 -4.25 0.2237
H -2.36 2.62 -2.83 0.3686
H -2.87 3.14 -4.45 0.3094
H -2.36 -0.86 -4.09 0.3324
H -3.36 -0.48 -2.69 -0.0156
H -1.70 0.15 -2.79 -0.3332
C -2.55 -3.90 4.76 0.0814
O -2.89 -4.16 3.63 -0.5031
N -2.09 -2.70 5.18 0.1564
C -1.70 -2.46 6.56 -0.9470
C -1.98 -1.62 4.22 -0.9256
H -2.59 -4.65 5.57 0.2581
H -2.31 -1.66 6.97 0.3318
H -0.65 -2.17 6.59 0.3354
H -1.84 -3.36 7.15 0.2894
H -2.96 -1.41 3.79 0.2268
H -1.30 -1.92 3.41 0.3391
H -1.59 -0.72 4.70 0.4087
C 8.77 -2.26 5.31 0.1133
O 9.30 -1.61 6.19 -0.5854
N 8.68 -1.89 4.01 0.0958
C 8.03 -2.71 3.01 -0.8320
C 9.25 -0.61 3.61 -0.8938
H 8.30 -3.24 5.51 0.2608
H 8.76 -2.97 2.23 0.3205
H 7.20 -2.16 2.57 0.3104
H 7.66 -3.63 3.46 0.3071
H 10.32 -0.61 3.84 0.2923
H 8.78 0.19 4.18 0.2954
H 9.10 -0.45 2.55 0.3217
C -1.27 4.17 0.01 0.0652
O -1.01 4.06 -1.17 -0.5930
N -0.36 4.47 0.98 0.3514
C -0.74 4.59 2.37 -0.9194
C 1.03 4.66 0.60 -0.7637
H -2.29 4.05 0.41 0.2533
H -0.49 5.59 2.72 0.2691
H -0.19 3.85 2.96 0.3412
H -1.81 4.42 2.50 0.3076
H 1.10 5.48 -0.11 0.2069
H 1.40 3.75 0.12 -0.0481
H 1.62 4.89 1.47 0.5580
C 2.69 7.94 0.74 0.0607
O 2.54 6.89 1.33 -0.5461
N 1.91 9.04 0.88 0.1225
C 2.16 10.26 0.14 -0.9378
C 0.80 8.98 1.81 -0.8669
H 3.51 8.08 0.01 0.3195
H 2.34 11.08 0.84 0.3346
H 1.28 10.49 -0.46 0.3425
H 3.02 10.14 -0.51 0.2922
H 1.18 8.76 2.82 0.2957
H 0.12 8.19 1.52 0.2175
H 0.27 9.93 1.82 0.3799
```

charge	-1
energy above the lowest of the compared OMol25 structures with the same formula, charge and spin	0.0	kcal/mol
2S+1	1



# 3
The following is a quantum chemistry calculation of a 7-piece molecular cluster, CH16O6 overall at a distorted geometry, from the OMol25 dataset.

```
23
Properties=species:S:1:pos:R:3:nbo_charge:R:1
C -0.22 -3.52 2.40 -0.8538
H -1.19 -3.30 1.96 0.2170
H -0.23 -4.63 2.46 0.2131
H -0.04 -3.04 3.35 0.2220
H 0.58 -3.33 1.69 0.2017
H 0.96 1.28 -0.09 0.5065
H 0.49 2.75 -0.21 0.4895
O 0.14 1.88 0.02 -1.0063
H -3.11 0.61 0.64 0.4795
H -1.55 0.78 0.67 0.4943
O -2.27 0.10 0.71 -0.9779
H -0.16 -2.50 -1.13 0.4752
H -1.14 -1.36 -0.99 0.5043
O -0.40 -1.64 -1.55 -0.9735
H 2.44 -0.01 -1.30 0.4921
H 1.94 -0.50 -0.03 0.4595
O 2.59 0.04 -0.39 -0.9510
H -1.28 2.81 1.40 0.4819
H -1.23 3.68 2.70 0.4697
O -1.54 3.69 1.80 -0.9560
H 2.35 -1.07 -3.20 0.4712
H 0.87 -0.96 -2.86 0.5011
O 1.65 -0.44 -2.92 -0.9599
```

charge	0
energy above the lowest of the compared OMol25 structures with the same formula, charge and spin	19.5	kcal/mol
structure (SMILES)	C.O.O.O.O.O.O
2S+1	1



# 4
The following is a quantum chemistry calculation of C17H19Cl2N5O6S5Ti as an isolated structure at a distorted geometry, from the OMol25 dataset.

```
55
Properties=species:S:1:pos:R:3:lowdin_spin:R:1
Ti -1.04 1.02 0.53 0.9213
O -4.91 2.00 1.39 -0.0010
C -3.84 1.46 1.19 0.0014
O -2.73 2.04 0.83 -0.0018
C -3.69 -0.05 1.32 0.0096
C -4.69 -0.97 1.54 -0.0021
C -4.34 -2.32 1.54 0.0119
C -3.03 -2.71 1.30 -0.0019
C -2.09 -1.72 1.08 0.0106
N -2.44 -0.44 1.12 -0.0017
C -0.66 -1.91 0.61 0.0071
O -0.18 -3.03 0.46 0.0150
O -0.09 -0.80 0.33 0.0001
H -5.71 -0.63 1.69 -0.0004
H -5.11 -3.07 1.71 0.0008
H -2.73 -3.75 1.25 -0.0003
S 1.65 -3.89 4.80 0.0006
C 1.69 -2.44 4.01 0.0004
S 0.42 -1.29 4.01 0.0014
C 1.12 -0.09 2.93 0.0065
C 2.32 -0.41 2.40 -0.0025
S 3.32 0.42 1.23 0.0001
S 2.98 -1.95 2.97 -0.0006
S 0.15 1.35 2.72 0.0064
N 0.76 2.01 -0.39 -0.0030
C 1.06 1.14 -1.54 0.0008
C 2.06 1.75 -2.52 -0.0001
C 2.47 0.95 -3.76 0.0000
C 2.77 -0.56 -3.62 0.0000
N 3.03 -1.07 -2.28 0.0000
C 2.24 -1.92 -1.60 0.0000
N 2.64 -2.32 -0.39 -0.0001
N 1.11 -2.42 -2.13 0.0000
C -0.26 0.65 -2.17 0.0029
O -0.21 -0.08 -3.16 0.0026
O -1.32 1.01 -1.56 0.0141
H 0.58 2.97 -0.67 0.0000
H 1.54 1.97 0.28 0.0004
H 1.52 0.28 -1.08 0.0001
H 2.96 1.94 -1.92 0.0000
H 1.70 2.73 -2.84 0.0000
H 3.37 1.45 -4.15 0.0000
H 1.71 1.04 -4.53 0.0000
H 3.62 -0.82 -4.25 0.0000
H 1.91 -1.10 -4.00 0.0000
H 3.80 -0.70 -1.75 0.0000
H 3.19 -1.63 0.13 0.0000
H 1.91 -2.76 0.17 0.0000
H 0.60 -1.80 -2.75 0.0000
H 0.53 -2.88 -1.43 0.0001
Cl -2.39 4.00 3.72 0.0000
C -2.45 4.72 2.12 -0.0001
Cl -0.86 4.76 1.33 0.0015
H -2.79 5.75 2.22 0.0000
H -3.11 4.12 1.50 0.0000
```

charge	-1
energy above the lowest of the compared OMol25 structures with the same formula, charge and spin	0.0	kcal/mol
2S+1	2
⟨S²⟩	0.754



One value per record, in order, for total energy: -11941.97415 -4134.88157 -499.12090 -5145.63198 Eh.